Formula: C5H10NS
Source: the OMol25 dataset
Level of theory: ωB97M-V with the def2-TZVPD basis set

Cartesian coordinates (Å):
C  -0.17  0.86  1.49
C  -0.95  0.18  0.29
C  -0.18  -1.17  -2.05
C  0.91  1.82  1.16
C  -0.06  -0.45  -0.79
N  0.06  -1.89  -0.77
S  2.42  1.17  0.38
H  -0.92  1.33  2.03
H  0.35  0.12  2.07
H  -1.59  -0.58  0.71
H  -1.46  0.81  -0.49
H  -1.23  -1.22  -2.52
H  0.55  -1.13  -2.86
H  0.58  2.74  0.57
H  1.19  2.35  2.12
H  -0.52  -2.71  -0.37
H  1.01  -2.21  -0.97

Computed properties:
frontier orbital gap (alpha / beta): 0.2740 / 0.2597 Eh
total charge: +1
LUMO energy (alpha / beta): -5.38 / -5.28 eV
2S+1: 1



Formula: C5H10NS
Source: the OMol25 dataset
Level of theory: ωB97M-V with the def2-TZVPD basis set

Cartesian coordinates (Å):
C  1.83  0.97  -0.22
C  0.27  0.98  -0.31
C  -1.84  -0.99  -0.16
C  2.35  -0.42  0.23
C  -0.12  -0.44  -0.20
N  -3.03  -0.22  0.23
S  0.95  -1.64  0.03
H  2.30  1.12  -1.26
H  2.13  1.71  0.44
H  -0.21  1.57  0.60
H  -0.23  1.44  -1.16
H  -2.03  -1.45  -1.16
H  -1.88  -1.81  0.56
H  3.30  -0.72  -0.11
H  2.64  -0.46  1.35
H  -3.13  -0.27  1.26
H  -3.30  0.62  -0.13

Computed properties:
frontier orbital gap: 0.3026 Eh
total charge: +1
LUMO energy: -5.36 eV
2S+1: 1



Formula: C5H10NS
Source: the OMol25 dataset
Level of theory: ωB97M-V with the def2-TZVPD basis set

Cartesian coordinates (Å):
N  2.16  -1.09  0.19
C  0.74  -0.49  0.42
C  0.10  0.30  -0.74
C  -0.85  1.42  -0.38
C  -1.93  0.86  0.53
S  -2.17  -0.96  0.13
C  -0.60  -1.07  -0.67
H  2.25  -2.18  0.35
H  2.62  -0.77  1.03
H  2.73  -0.83  -0.57
H  0.65  -0.45  1.43
H  0.84  0.67  -1.40
H  -1.30  1.90  -1.21
H  -0.31  2.41  0.08
H  -1.56  0.80  1.52
H  -2.80  1.42  0.51
H  -0.55  -1.92  -1.22

Computed properties:
frontier orbital gap: 0.3062 Eh
structure (SMILES): [NH3+][C@H]1[C@@H]2CCS[C@H]12
total charge: +1
LUMO energy: -3.76 eV
2S+1: 1



Formula: C5H10NiO3
Source: the OMol25 dataset
Level of theory: ωB97M-V with the def2-TZVPD basis set

Cartesian coordinates (Å):
O  0.71  -1.71  -2.29
C  -0.20  -2.48  -1.86
C  -0.75  -2.19  -0.56
O  -0.55  -0.90  -0.27
C  -1.40  0.04  0.39
C  -0.46  1.01  1.07
O  0.62  1.29  0.18
C  1.41  2.41  0.57
Ni  1.35  -0.29  -0.88
H  -0.38  -3.47  -2.31
H  -1.72  -2.59  -0.24
H  -2.04  -0.47  1.12
H  -1.98  0.53  -0.40
H  -0.06  0.59  2.00
H  -1.00  1.94  1.31
H  2.24  2.48  -0.14
H  0.81  3.32  0.52
H  1.80  2.26  1.59
H  1.59  -1.76  0.19

Computed properties:
frontier orbital gap (alpha / beta): 0.3395 / 0.2843 Eh
expectation value of S²: 3.771
total charge: +1
LUMO energy (alpha / beta): -3.61 / -5.70 eV
2S+1: 4



Formula: C5H10O
Source: the OMol25 dataset
Level of theory: ωB97M-V with the def2-TZVPD basis set

Cartesian coordinates (Å):
C  1.24  -2.33  3.41
C  0.89  -1.26  2.71
C  -0.10  -0.28  3.26
H  2.11  -2.99  3.47
H  0.94  -2.37  4.46
H  1.30  -1.07  1.73
H  0.40  0.56  3.76
H  -0.77  0.10  2.50
H  -0.58  -0.72  4.14
C  -0.86  2.36  -3.00
C  -0.27  1.05  -3.34
O  -0.80  -0.02  -3.20
H  -0.60  2.50  -1.94
H  -1.95  2.42  -2.95
H  -0.39  3.15  -3.58
H  0.78  1.15  -3.71

Computed properties:
frontier orbital gap: 0.3837 Eh
structure (SMILES): C=CC.CC=O
LUMO energy: 0.82 eV
2S+1: 1



Formula: C5H10O
Source: the OMol25 dataset
Level of theory: ωB97M-V with the def2-TZVPD basis set

Cartesian coordinates (Å):
C  -0.09  1.25  -1.13
C  -0.08  0.68  0.28
C  -1.33  -0.18  0.60
C  -0.49  -1.47  0.49
C  0.75  -0.64  0.23
O  1.70  -1.04  -0.50
H  0.88  1.69  -1.36
H  -0.31  0.47  -1.87
H  -0.87  2.03  -1.20
H  0.11  1.47  1.00
H  -1.71  0.01  1.60
H  -2.14  -0.10  -0.13
H  -0.56  -2.16  1.34
H  -0.66  -2.04  -0.43
H  2.26  0.13  1.19
H  2.55  -0.12  -0.12

Computed properties:
frontier orbital gap: 0.2839 Eh
LUMO energy: -0.11 eV
2S+1: 1



Formula: C5H10O
Source: the OMol25 dataset
Level of theory: ωB97M-V with the def2-TZVPD basis set

Cartesian coordinates (Å):
C  -2.34  -0.15  -1.14
C  -1.03  0.27  -0.51
C  -0.40  -0.43  0.43
C  1.01  -0.21  0.91
C  1.61  1.17  0.67
O  1.82  -1.23  0.31
H  -2.64  -1.14  -0.79
H  -2.23  -0.19  -2.23
H  -3.15  0.56  -0.92
H  -0.58  1.18  -0.91
H  -0.87  -1.33  0.82
H  1.07  -0.42  1.99
H  1.55  1.46  -0.39
H  2.66  1.15  0.95
H  1.10  1.94  1.26
H  1.58  -1.25  -0.62

Computed properties:
frontier orbital gap: 0.3896 Eh
structure (SMILES): C/C=C/[C@H](C)O
LUMO energy: 1.05 eV
2S+1: 1



Formula: C5H10O
Source: the OMol25 dataset
Level of theory: ωB97M-V with the def2-TZVPD basis set

Cartesian coordinates (Å):
C  1.41  -0.55  1.16
C  1.15  -0.62  -0.33
C  -0.23  -0.91  -0.93
C  -1.03  0.14  -0.76
C  -1.39  0.73  0.57
O  -1.54  0.81  -1.84
H  2.50  -0.57  1.31
H  1.05  0.38  1.63
H  0.96  -1.40  1.68
H  1.45  0.36  -0.76
H  1.79  -1.35  -0.81
H  -0.23  -1.37  -1.92
H  -2.48  0.86  0.51
H  -0.94  1.71  0.79
H  -1.19  0.04  1.39
H  -1.28  1.73  -1.68

Computed properties:
frontier orbital gap: 0.3250 Eh
structure (SMILES): CC/C=C(\C)O
LUMO energy: 0.85 eV
2S+1: 1



Formula: C5H10O
Source: the OMol25 dataset
Level of theory: ωB97M-V with the def2-TZVPD basis set

Cartesian coordinates (Å):
C  1.57  0.30  0.46
C  0.79  0.27  -0.87
C  -0.62  -0.02  -0.37
C  -0.84  -1.48  0.00
C  -1.21  1.11  0.35
O  -1.81  0.61  -0.83
H  1.15  -0.47  1.12
H  1.36  1.26  0.94
H  2.65  0.16  0.39
H  1.16  -0.51  -1.54
H  0.87  1.24  -1.38
H  0.03  -2.06  -0.33
H  -0.97  -1.64  1.07
H  -1.72  -1.86  -0.53
H  -0.76  2.09  0.17
H  -1.65  0.99  1.35

Computed properties:
frontier orbital gap: 0.4068 Eh
structure (SMILES): CC[C@@]1(C)CO1
LUMO energy: 1.04 eV
2S+1: 1



Formula: C5H10O
Source: the OMol25 dataset
Level of theory: ωB97M-V with the def2-TZVPD basis set

Cartesian coordinates (Å):
C  2.15  -0.45  0.89
C  1.16  -0.14  -0.20
C  0.29  -1.20  -0.81
C  -0.27  -0.27  0.25
C  -2.41  0.92  0.06
O  -1.18  0.93  -0.70
H  3.07  -0.90  0.50
H  2.42  0.46  1.45
H  1.70  -1.15  1.60
H  1.45  0.65  -0.90
H  0.04  -1.06  -1.85
H  0.37  -2.24  -0.50
H  -2.80  -0.09  -0.01
H  -3.08  1.66  -0.38
H  -2.20  1.12  1.12
H  -0.71  1.76  -0.53

Computed properties:
frontier orbital gap: 0.3063 Eh
LUMO energy: 0.70 eV
2S+1: 1



Formula: C5H10O
Source: the OMol25 dataset
Level of theory: ωB97M-V with the def2-TZVPD basis set

Cartesian coordinates (Å):
C  0.22  1.81  0.42
C  0.23  0.73  -0.64
O  1.38  0.98  -1.44
C  0.30  -0.69  -0.08
C  -0.47  -1.15  1.13
C  -0.83  -1.68  -0.23
H  1.04  1.66  1.13
H  -0.73  1.82  0.98
H  0.34  2.79  -0.05
H  -0.68  0.83  -1.26
H  1.41  0.30  -2.13
H  1.30  -1.09  -0.16
H  0.03  -1.81  1.83
H  -1.17  -0.46  1.60
H  -1.76  -1.32  -0.66
H  -0.60  -2.72  -0.46

Computed properties:
frontier orbital gap: 0.4083 Eh
structure (SMILES): C[C@@H](O)C1CC1
LUMO energy: 1.07 eV
2S+1: 1



Formula: C5H10O
Source: the OMol25 dataset
Level of theory: ωB97M-V with the def2-TZVPD basis set

Cartesian coordinates (Å):
C  -1.06  -0.78  -0.73
C  0.04  -0.05  0.01
C  1.19  -1.04  0.26
C  -0.49  0.81  1.18
O  -0.11  2.04  0.55
C  0.37  1.33  -0.61
H  -0.67  -1.18  -1.67
H  -1.91  -0.12  -0.95
H  -1.42  -1.62  -0.13
H  2.05  -0.84  -0.38
H  1.54  -1.06  1.30
H  0.86  -2.06  0.03
H  0.00  0.69  2.16
H  -1.58  0.76  1.31
H  1.41  1.57  -0.83
H  -0.24  1.56  -1.49

Computed properties:
frontier orbital gap: 0.3860 Eh
structure (SMILES): CC1(C)COC1
LUMO energy: 0.92 eV
2S+1: 1



Record-wise electronic energy values, in eV: -17660.4918, -17663.5225, -17662.9311, -52521.1116, -7392.7384, -7389.1221, -7393.9599, -7392.4406, -7393.1532, -7389.7445, -7393.6383, -7393.4310
Record-wise ΔE to the lowest compared entry with this formula, charge and spin values, in eV: 5.831, 2.800, 3.391, 1.200, 2.027, 5.643, 0.805, 2.325, 1.612, 5.021, 1.127, 1.334